Density functional theory data (ωB97M-V with the def2-TZVPD basis set) for a gas-phase ion, C6H12N3 (charge +1) at a distorted geometry.

Positions of all 21 atoms, in Å:
C: 0.5872 1.5336 1.6512
C: 0.4776 0.2554 2.2969
C: 0.1990 -0.7328 -1.4047
C: 0.6505 0.5297 0.4651
C: 0.1963 -2.2625 -1.1494
C: -1.4273 1.0864 -0.8304
N: 1.6116 -0.3728 -1.1704
N: 1.8044 0.1619 -0.0814
N: -0.5342 0.0124 -0.3221
H: -0.1503 2.2551 1.7126
H: 1.5124 2.1801 1.6989
H: 1.3149 -0.1668 2.9042
H: -0.5028 0.0223 2.6125
H: -0.1587 -0.5040 -2.3865
H: 0.6575 -2.2879 -0.1246
H: 0.8389 -2.7038 -1.9417
H: -0.8739 -2.5331 -1.3517
H: -1.9270 0.8140 -1.7457
H: -2.2465 1.2923 -0.2086
H: -0.9174 1.9482 -0.9576
H: -1.1123 -0.5276 0.3334

Charge: +1
HOMO energy (eV): -13.76
Kohn-Sham gap (eV): 9.8
SMILES: C[C@@H]1N=NC2(CC2)[N@H+]1C

***

Density functional theory data (ωB97M-V with the def2-TZVPD basis set) for a gas-phase ion, C6H12N3S (charge +1) at a distorted geometry.

Positions of all 22 atoms, in Å:
C: -0.4498 -0.7536 -1.4347
C: 0.6054 2.2617 -0.4532
C: 1.3033 1.5313 0.4099
C: 1.6493 -1.6196 -0.2259
C: -2.8095 -0.9975 1.2332
C: 2.6995 1.0875 0.1312
N: 0.6863 -1.1019 -0.8875
N: -1.5597 -0.5652 -0.7423
N: -1.5427 -0.7493 0.6499
S: 2.9325 -0.8067 0.5784
H: -0.4291 -0.8026 -2.5396
H: -0.1642 2.8334 -0.0581
H: 0.9254 2.3825 -1.6109
H: 0.8073 1.1968 1.3370
H: 1.6068 -2.7072 0.0410
H: -3.5925 -0.2268 0.8838
H: -3.2311 -2.0052 0.9631
H: -2.7033 -0.9365 2.3087
H: 3.5051 1.7362 0.5526
H: 2.8380 1.3517 -0.9626
H: -2.4181 0.0439 -1.1033
H: -0.6592 -1.1526 0.9294

Charge: +1
HOMO energy (eV): -12.54
Kohn-Sham gap (eV): 8.9

***

Density functional theory data (ωB97M-V with the def2-TZVPD basis set) for 2 unconnected molecules or ions with the total composition C6H12N3S at a distorted geometry.

Positions of all 22 atoms, in Å:
C: 3.1072 -1.7176 1.3742
C: 4.1382 -1.1135 0.7315
C: 1.8004 -0.5768 -0.2138
C: -1.8046 1.0851 0.8597
C: -2.2790 1.5648 -1.5245
C: -2.1167 -0.6632 -0.5426
N: 1.8325 -1.3702 0.8917
N: 0.6852 -0.2177 -0.6743
N: -2.1257 0.6049 -0.4254
S: 3.5037 -0.1080 -0.5157
H: 3.3331 -2.3260 2.2346
H: 5.1966 -1.0863 0.7682
H: -2.6916 1.6099 1.2611
H: -1.6438 0.3742 1.6443
H: -0.8602 1.7978 0.8696
H: -3.1937 2.3164 -1.2791
H: -1.4761 2.2463 -1.3503
H: -2.6182 1.3725 -2.5791
H: -2.1460 -1.3565 0.2708
H: -2.3237 -1.0108 -1.5089
H: 0.7861 0.1797 -1.5587
H: 0.8962 -1.6048 1.2667

Charge: +1
HOMO energy (eV): -10.97
Kohn-Sham gap (eV): 6.8

***

Density functional theory data (ωB97M-V with the def2-TZVPD basis set) for 2 unconnected molecules or ions with the total composition C6H12N4 at a distorted geometry.

Positions of all 22 atoms, in Å:
C: 3.0261 -1.1511 1.0276
C: 3.0031 0.0935 1.6511
C: 1.7988 -1.2922 0.3460
C: -0.5805 0.5834 -1.0885
C: -1.7315 -0.6946 0.6315
C: -2.9308 0.6474 -1.0252
N: 1.8519 0.7177 1.2271
N: 1.0791 -0.1541 0.5601
N: -1.6077 0.2338 -0.5158
N: 0.0485 1.1212 -2.0294
H: 3.8567 -1.8096 1.2045
H: 3.8011 0.3781 2.3021
H: 1.2436 -1.9864 -0.1951
H: -2.5863 -0.6020 1.2547
H: -2.1235 -1.6570 0.2792
H: -0.6329 -0.8068 0.9847
H: -2.9712 1.6700 -1.5225
H: -3.0396 0.1080 -1.8520
H: -3.6028 0.6443 -0.1994
H: 1.5040 1.4971 1.7709
H: -0.1322 0.6746 -2.9531
H: 0.7262 1.7847 -1.8584

Charge: +2
HOMO energy (eV): -17.01
Kohn-Sham gap (eV): 6.9

***

Density functional theory data (ωB97M-V with the def2-TZVPD basis set) for a gas-phase ion, C6H12N5 (charge +1) at a distorted geometry.

Positions of all 23 atoms, in Å:
C: -3.3978 0.9843 0.5975
C: -2.5334 1.1491 -0.4561
C: 0.1596 -1.4752 -1.0320
C: 1.6643 -0.5641 0.7296
C: -0.6157 -0.1872 -1.1394
C: 0.9602 0.6909 0.8702
N: -3.3232 -0.2581 1.0897
N: -2.2059 -0.7182 0.5543
N: -1.7156 0.0117 -0.4788
N: 1.3555 1.9100 0.5353
N: 0.6641 -1.6663 0.3240
H: -4.3390 1.4334 0.8977
H: -2.6839 1.8493 -1.1954
H: -0.3872 -2.4683 -1.2605
H: 0.9753 -1.3841 -1.7262
H: 2.4553 -0.6159 0.0073
H: 2.0773 -0.7725 1.7037
H: -0.7031 0.3304 -2.0881
H: -0.0967 0.7417 1.1369
H: 2.3630 2.0901 0.0628
H: 0.7267 2.6871 0.6113
H: -2.0565 -1.7734 0.5277
H: 0.8888 -2.6144 0.6126

Charge: +1
HOMO energy (spin up / spin down) (eV): -10.67 / -10.67
Kohn-Sham gap (spin up / spin down) (eV): 6.5 / 6.5

***

Density functional theory data (ωB97M-V with the def2-TZVPD basis set) for 2 unconnected molecules or ions with the total composition C6H12N5O at a distorted geometry.

Positions of all 24 atoms, in Å:
C: 4.3147 0.6523 -0.1708
C: 2.9799 -0.9851 0.2685
C: -0.7630 -1.6621 -0.0380
C: -2.3880 1.8833 0.2128
C: -2.0772 0.4316 0.3293
C: -1.1102 -0.2318 -0.3079
N: 4.2682 -0.6181 0.3244
N: 3.1266 1.0364 -0.5158
N: 2.3065 0.0228 -0.2433
N: -1.7330 -2.4734 0.4031
N: -0.1302 0.3770 -1.1474
O: 0.3886 -2.0410 -0.2097
H: 5.2048 1.2398 -0.2726
H: -1.5319 2.4830 -0.0878
H: -3.1860 2.0330 -0.5170
H: -2.7509 2.2639 1.1661
H: -2.7146 -0.1134 1.0084
H: 2.5436 -1.9257 0.5437
H: 1.2214 0.1196 -0.5653
H: -2.6880 -2.1798 0.5100
H: -1.5010 -3.4344 0.5998
H: 5.0388 -1.1579 0.6929
H: -0.3086 1.3660 -1.2939
H: -0.0646 -0.1021 -2.0422

Charge: +1
HOMO energy (eV): -12.75
Kohn-Sham gap (eV): 10.4

***

Density functional theory data (ωB97M-V with the def2-TZVPD basis set) for 2 unconnected molecules or ions with the total composition C6H12NO at a distorted geometry.

Positions of all 20 atoms, in Å:
C: 2.1473 0.8495 0.6875
O: 1.3285 1.7396 0.1656
C: 1.3726 -0.2946 1.5039
C: 0.3282 -1.0162 0.6285
C: -1.1284 -0.8411 0.8445
C: -3.1914 0.4441 0.0073
C: -1.8522 0.0483 0.0605
N: 2.2137 -1.3050 2.0601
H: 2.8445 1.2145 1.4470
H: 2.7876 0.2982 -0.0361
H: 0.8532 0.1752 2.3703
H: 0.5852 -0.6098 -0.3527
H: 0.6782 -2.0491 0.6502
H: 2.4819 -1.0708 3.0168
H: -1.5158 -1.2724 1.7534
H: -3.3994 1.1213 -0.8065
H: -3.6769 0.4329 0.9909
H: -1.2796 0.5848 -0.6930
H: -0.7332 0.4093 -7.1617
H: -0.8439 1.1413 -7.1364

Charge: -1
HOMO energy (eV): -2.49
Kohn-Sham gap (eV): 4.4

***

Density functional theory data (ωB97M-V with the def2-TZVPD basis set) for C6H12NO in the gas phase at a distorted geometry.

Positions of all 20 atoms, in Å:
C: -0.0552 2.4987 -0.8173
N: -0.7029 1.1006 -0.6419
C: 0.1588 0.2070 0.2470
C: -0.3665 -1.2784 0.2976
C: -0.4631 -2.2194 -0.8181
C: 0.7123 -2.3574 -1.4995
C: 0.1546 0.6371 1.7580
O: 0.5395 1.8679 2.0963
H: 0.6732 2.6872 0.0492
H: -0.9177 3.1958 -0.7769
H: 0.5075 2.5144 -1.7107
H: -1.4160 1.3217 0.0331
H: 1.2022 0.2551 -0.1552
H: -1.4041 -1.2538 0.8173
H: 0.2646 -1.7935 1.1711
H: -1.3222 -2.8661 -1.0539
H: 0.9020 -2.9684 -2.2326
H: 1.5498 -1.8131 -1.0115
H: -0.7726 0.4492 1.9501
H: 0.7557 -0.1847 2.2980

HOMO energy (spin up / spin down) (eV): -9.36 / -9.46
Kohn-Sham gap (spin up / spin down) (eV): 10.3 / 7.7
2S+1: 2

***

Density functional theory data (ωB97M-V with the def2-TZVPD basis set) for a gas-phase ion, C6H12NO (charge +1) at a distorted geometry.

Positions of all 20 atoms, in Å:
C: 1.7479 -0.2537 1.0717
C: 0.4250 -0.4352 1.4563
C: -1.0052 0.1449 -0.3074
C: -3.5115 0.0778 0.2147
C: 3.5821 0.3657 -0.6230
C: -2.3535 -0.0236 -0.8574
N: 2.2904 -0.1066 -0.2218
O: -0.7796 -0.3001 0.8218
H: 2.5303 -0.2846 1.8059
H: 0.2774 -0.7380 2.5170
H: -0.2243 0.0862 -1.0964
H: -4.2735 -0.4920 -0.2975
H: -3.7791 1.1627 0.4451
H: -3.4090 -0.6264 1.0946
H: 3.9882 1.0315 0.1696
H: 4.3040 -0.4669 -0.7676
H: 3.4850 1.0130 -1.5158
H: -2.5730 0.7900 -1.5227
H: -2.3373 -0.9459 -1.4586
H: 1.6155 0.0011 -0.9285

Charge: +1
HOMO energy (spin up / spin down) (eV): -12.80 / -12.80
Kohn-Sham gap (spin up / spin down) (eV): 7.4 / 7.3

***

Density functional theory data (ωB97M-V with the def2-TZVPD basis set) for a gas-phase ion, C6H12NO (charge +1) at a distorted geometry.

Positions of all 20 atoms, in Å:
C: 1.6171 -1.1729 -0.1646
C: 1.9161 0.0322 0.2535
C: 0.2026 -1.3913 -0.0313
C: 0.7445 0.9250 0.6745
C: -1.7489 -0.0308 0.8901
C: -0.7424 0.4165 -1.3283
N: -0.4819 -0.0551 0.1124
O: 0.7342 2.2028 0.1238
H: 2.1883 -1.9661 -0.5133
H: 2.9756 0.3166 0.3095
H: -0.2597 -1.9042 -0.8764
H: 0.0582 -1.9980 0.8823
H: 0.6548 1.1640 1.8229
H: -2.4482 0.8492 0.8724
H: -2.3783 -0.8698 0.4448
H: -1.6448 -0.3162 1.9818
H: -0.7661 1.4775 -1.2389
H: -0.1834 0.0345 -2.1041
H: -1.7996 0.0479 -1.4929
H: 1.3620 2.2381 -0.6182

Charge: +1
HOMO energy (eV): -14.59
Kohn-Sham gap (eV): 11.6
SMILES: C[N+]1(C)CC=C[C@H]1O

***

Density functional theory data (ωB97M-V with the def2-TZVPD basis set) for a gas-phase ion, C6H12NO (charge +1) at a distorted geometry.

Positions of all 20 atoms, in Å:
C: 0.4494 -1.2944 1.9725
O: -0.7549 -1.4039 1.2458
C: 1.3610 -0.6463 0.8327
C: 0.9355 0.7857 0.4731
C: -0.1441 1.0849 -0.5411
C: -0.8762 2.1996 -0.4065
C: -0.4454 -0.2547 -2.7067
N: -0.5028 -0.0158 -1.3961
H: 0.3226 -0.6181 2.9044
H: 0.7852 -2.3045 2.2292
H: -1.4301 -1.5091 1.9461
H: 2.3851 -0.4988 1.2510
H: 1.4997 -1.3319 0.0308
H: 0.6404 1.3068 1.3734
H: 1.8298 1.3643 0.0963
H: -1.7562 2.3165 -1.1377
H: -0.9506 2.9159 0.3714
H: -0.2014 0.6409 -3.4022
H: -0.4817 -1.4075 -2.9263
H: -0.7646 -0.7811 -0.6748

Charge: +1
HOMO energy (eV): -13.90
Kohn-Sham gap (eV): 8.8
SMILES: C=[NH+]C(=C)CCCO

***

Density functional theory data (ωB97M-V with the def2-TZVPD basis set) for 2 unconnected molecules or ions with the total composition C6H12NO at a distorted geometry.

Positions of all 20 atoms, in Å:
C: -0.9833 -2.7200 -0.2443
C: -0.3946 -2.4014 -1.6770
C: -1.1399 -1.2266 -0.0833
C: -0.7110 -0.9570 -1.3096
C: 1.2512 1.3410 1.0989
C: 1.2684 3.6856 0.7151
N: 1.1837 0.0778 0.8042
O: 1.4680 2.2992 0.3549
H: -1.8529 -3.3501 -0.2029
H: -0.2673 -3.0874 0.5011
H: 0.6454 -2.6215 -1.9130
H: -0.9446 -2.6950 -2.5159
H: -1.7177 -0.5942 0.5643
H: -0.4526 0.0188 -1.9536
H: 1.0246 1.5573 2.1723
H: 2.2680 4.1119 0.8696
H: 0.6906 3.7798 1.6864
H: 0.7569 4.2517 -0.0561
H: 0.7631 -0.5315 1.4075
H: 1.3521 -0.3730 -0.0585

Charge: +1
HOMO energy (eV): -13.02
Kohn-Sham gap (eV): 9.3

***

Energy above the lowest of the compared OMol25 structures with the same formula, charge and spin
In order: 121.3 87.3 50.2 100.3 79.7 0.0 128.9 66.4 68.6 32.7 50.6 61.3
Unit: kcal/mol